DFT (wB97M-V/def2-TZVPD) results for an isolated molecule of C6H8N2 at a distorted geometry.

The geometry in XYZ format:
```
16
Properties=species:S:1:pos:R:3:forces:R:3:nbo_charge:R:1
C 0.2620 -0.0040 -0.2424 -1.34 0.26 0.71 0.289
C 1.4988 -0.4545 0.4942 -0.09 0.13 -0.03 -0.661
C -0.5126 -1.1348 -0.8925 0.17 0.01 0.00 -0.646
N 0.4346 1.1439 -1.0190 0.15 0.79 -0.99 -0.644
C -0.6643 1.9539 -1.1904 0.07 -0.63 1.23 0.309
C -1.1427 0.7960 0.7477 1.06 0.29 -1.30 0.012
C -1.4221 0.3542 1.8608 -0.20 -0.12 0.49 -0.184
N -1.5716 1.8153 -0.3063 0.49 -0.65 -0.28 -0.494
H 1.3524 1.5548 -1.1269 -0.09 -0.08 0.08 0.412
H 1.2624 -1.2672 1.1771 -0.03 0.02 0.01 0.237
H 1.9503 0.3647 1.0532 -0.03 -0.03 0.01 0.227
H 2.2299 -0.8358 -0.2245 -0.04 0.01 -0.03 0.228
H 0.1679 -1.6675 -1.5650 -0.04 -0.01 -0.01 0.215
H -1.3595 -0.7656 -1.4653 0.00 0.04 0.02 0.239
H -0.8671 -1.8296 -0.1336 0.00 0.01 0.00 0.227
H -1.6185 -0.0240 2.8329 -0.08 -0.04 0.08 0.234
```
Positions in Å, forces in eV/Å.

multiplicity = 1
HOMO level (spin up / spin down) = -8.46 / -7.73 eV
E_LUMO (spin up / spin down) = -0.7 / -1.1 eV
frontier orbital gap (spin up / spin down) = 0.287 / 0.245 hartree

=====

DFT (wB97M-V/def2-TZVPD) results for an isolated molecule of C6H8N2 at a distorted geometry.

The geometry in XYZ format:
```
16
Properties=species:S:1:pos:R:3:forces:R:3:nbo_charge:R:1
C -2.7274 -0.9997 -0.2361 0.30 0.11 -0.53 -0.218
C -1.6252 -0.5584 -0.0552 -0.90 -0.66 -0.86 -0.035
C -0.4030 0.0888 0.3088 0.58 -2.71 2.92 -0.165
C -0.6401 1.5748 0.5260 2.47 -1.01 -4.56 -0.426
C 0.7633 1.7070 -0.2225 1.09 1.25 -0.63 -0.211
N 0.8067 0.1850 -0.6201 -2.36 2.11 0.68 -0.269
N 1.9350 -0.5731 -0.2060 -1.62 0.68 -0.31 -0.229
C 1.5418 -1.6912 0.2400 2.46 -2.17 2.40 -0.145
H -3.6580 -1.3203 -0.6315 -0.19 -0.16 0.26 0.237
H -0.1094 -0.6282 1.2405 -0.27 2.49 -1.36 0.228
H -1.4042 1.8252 -0.2218 0.01 0.41 0.64 0.214
H -0.7271 2.0826 1.4154 -0.28 0.59 2.16 0.230
H 1.6384 1.7003 0.4708 -0.70 1.10 -0.37 0.206
H 0.7580 2.6576 -1.0477 0.51 -3.18 1.92 0.211
H 2.3793 -2.3950 0.7648 -2.13 1.63 -1.72 0.198
H 0.4750 -1.9325 0.4278 1.01 -0.46 -0.62 0.176
```
Positions in Å, forces in eV/Å.

multiplicity = 1
HOMO level = -9.19 eV
E_LUMO = 1.0 eV
frontier orbital gap = 0.374 hartree
SMILES = C#C[C@@H]1CCN1N=C

=====

DFT (wB97M-V/def2-TZVPD) results for an isolated molecule of C6H8N2O at a distorted geometry.

The geometry in XYZ format:
```
17
Properties=species:S:1:pos:R:3:forces:R:3:nbo_charge:R:1
C 0.9011 -1.3165 2.8120 0.30 14.33 0.31 -0.635
C 0.0930 -0.6094 1.7598 -0.69 0.69 1.01 0.678
O -1.0027 -0.1174 2.0401 1.30 -0.68 -1.05 -0.601
N 0.7547 -0.4802 0.5726 2.28 -0.65 -2.23 -0.644
C 0.1417 0.0550 -0.6186 -0.18 0.21 0.35 0.232
C -1.1293 -0.1326 -1.1413 1.93 0.16 -1.01 -0.267
C -1.1852 0.5513 -2.3934 5.80 1.88 3.62 -0.307
C 0.0623 1.3063 -2.4229 -1.98 2.01 -4.83 -0.035
N 0.8342 0.9717 -1.4291 2.77 -1.06 5.21 -0.528
H 1.8811 -0.7016 2.9498 -1.53 -1.11 -0.15 0.201
H 1.0967 -2.1450 2.6343 3.32 -13.69 -3.19 0.181
H 0.3683 -1.2445 3.6508 -1.97 0.26 3.48 0.231
H 1.7556 -0.9754 0.4198 -3.48 1.44 0.75 0.409
H -1.8319 -0.7840 -0.7162 -0.86 -0.66 0.40 0.231
H -1.8893 0.6604 -3.0833 -2.98 0.24 -2.53 0.212
H 0.4939 2.1394 -3.1923 -1.47 -2.40 1.87 0.212
H 1.7224 1.4243 -0.9617 -2.57 -0.95 -2.01 0.432
```
Positions in Å, forces in eV/Å.

multiplicity = 1
HOMO level = -7.78 eV
E_LUMO = 0.6 eV
frontier orbital gap = 0.306 hartree
SMILES = CC(=O)Nc1ccc[nH]1

=====

DFT (wB97M-V/def2-TZVPD) results for an isolated molecule of C6H8N2O2 at a distorted geometry.

The geometry in XYZ format:
```
18
Properties=species:S:1:pos:R:3:forces:R:3:nbo_charge:R:1
C -2.6312 -1.1955 0.6271 0.53 0.49 -0.32 -0.225
C -2.0756 -0.2242 0.1692 -0.69 -0.96 0.31 -0.027
C -1.4172 0.9384 -0.4415 -0.08 0.04 0.33 -0.287
N 0.0207 0.9655 -0.2141 -0.56 -0.66 -0.04 -0.444
C 0.5856 1.9111 0.5740 0.93 0.88 -0.03 0.527
O 1.7391 2.2937 0.4617 -0.80 -0.61 0.42 -0.579
C 0.8661 0.0647 -0.9677 0.60 0.84 -0.52 -0.315
C 1.7007 -0.9149 -0.1516 2.74 0.10 -1.78 0.655
N 1.0782 -1.7576 0.6795 -0.84 -1.86 0.93 -0.868
O 2.8844 -1.0972 -0.4452 -1.48 0.33 -0.18 -0.566
H -3.0620 -2.1048 1.0082 0.10 0.46 -0.12 0.246
H -1.8518 1.8614 -0.0352 0.09 -0.20 -0.09 0.239
H -1.6178 0.9394 -1.5240 0.08 0.05 0.28 0.231
H -0.0980 2.3007 1.3534 -0.01 0.17 -0.28 0.116
H 0.2453 -0.5241 -1.6549 0.07 0.05 0.29 0.227
H 1.5763 0.6449 -1.5720 -0.13 -0.16 0.17 0.244
H 0.5948 -1.3742 1.4806 -0.29 -0.56 -0.26 0.408
H 1.4626 -2.7274 0.6525 -0.29 1.58 0.88 0.416
```
Positions in Å, forces in eV/Å.

multiplicity = 1
HOMO level = -9.70 eV
E_LUMO = 0.6 eV
frontier orbital gap = 0.377 hartree
SMILES = C#CCN(C=O)CC(N)=O

=====

DFT (wB97M-V/def2-TZVPD) results for C6H8N2O2 as an isolated structure at a distorted geometry.

The geometry in XYZ format:
```
18
Properties=species:S:1:pos:R:3:forces:R:3:nbo_charge:R:1
C 2.2406 -1.7028 -0.8072 0.22 0.04 0.04 -0.416
N 0.8356 -1.3586 -0.9788 -0.17 0.03 -0.02 -0.587
C 0.2949 -0.5526 0.0906 0.23 0.06 0.35 -0.205
C 0.8889 0.7969 0.2177 0.54 1.01 0.09 -0.074
C 1.4057 1.8897 0.2552 -0.46 -0.65 -0.49 -0.173
C -1.2150 -0.3880 -0.0713 -0.81 0.08 -0.94 0.507
O -1.8525 -0.8531 -0.9764 0.34 0.19 0.26 -0.440
C -1.9195 0.4013 0.9879 0.02 0.65 5.32 0.358
N -2.1877 0.5972 2.1499 1.08 -1.40 -2.98 -0.458
H 2.9046 -0.8219 -0.7615 -0.12 -0.21 0.04 0.180
H 2.3643 -2.2805 0.1198 -0.03 0.13 -0.25 0.196
H 2.5569 -2.3323 -1.6479 -0.10 0.14 0.24 0.212
H 0.6855 -0.8996 -1.8735 -0.06 -0.10 0.18 0.371
H 0.4481 -1.0815 1.0475 -0.04 0.08 -0.20 0.253
H 1.8117 2.8776 0.1215 -0.12 -0.42 0.32 0.247
O -2.9548 2.1210 0.5527 1.02 0.81 0.91 -1.026
H -3.3295 1.7191 -0.2554 -1.20 0.22 1.22 0.501
H -2.9778 1.8681 1.8292 -0.33 -0.66 -4.07 0.554
```
Positions in Å, forces in eV/Å.

multiplicity = 1
HOMO level = -9.59 eV
E_LUMO = -0.7 eV
frontier orbital gap = 0.326 hartree

=====

DFT (wB97M-V/def2-TZVPD) results for C6H8N2O2 as an isolated structure at a distorted geometry.

The geometry in XYZ format:
```
18
Properties=species:S:1:pos:R:3:forces:R:3:nbo_charge:R:1
O 0.2204 0.9597 -1.8902 0.06 0.11 0.31 -0.671
C -0.2681 1.2143 -0.5943 -0.70 -0.91 0.92 -0.026
C -1.7671 1.0985 -0.5422 -4.02 2.88 -3.36 0.403
N -2.8365 1.4452 -0.9776 3.30 -1.17 2.32 -0.442
C 0.3249 0.2675 0.4122 -0.25 1.21 1.95 0.088
C 0.0652 -1.0079 0.8834 0.11 -0.81 -1.01 -0.315
C 1.3113 -1.5361 1.3384 -0.22 0.59 1.28 -0.300
C 2.1693 -0.4580 1.4479 -0.26 -0.06 1.17 -0.058
N 1.4769 0.6534 1.0556 1.42 -0.15 -1.57 -0.499
H 0.0081 0.0348 -2.1120 -0.23 0.44 0.01 0.497
H -0.0487 2.2702 -0.3766 0.01 -0.35 0.05 0.235
H -0.8993 -1.4673 1.0870 0.15 -0.16 -1.04 0.243
H 1.4630 -2.5069 1.8043 0.03 0.27 -0.32 0.229
H 3.1113 -0.3571 1.9804 -0.22 -0.14 -0.31 0.217
H 1.8030 1.6053 1.1558 0.16 -0.30 -0.58 0.416
O -1.9194 -0.7767 -1.6323 -1.89 1.99 -2.03 -1.177
H -1.2571 -1.3470 -1.2209 -1.43 -0.79 0.33 0.537
H -2.9570 -0.0919 -1.8190 4.00 -2.65 1.86 0.624
```
Positions in Å, forces in eV/Å.

multiplicity = 1
HOMO level = -8.68 eV
E_LUMO = 0.6 eV
frontier orbital gap = 0.340 hartree

=====

DFT (wB97M-V/def2-TZVPD) results for a 2-piece molecular cluster, C6H8N2O2 overall at a distorted geometry.

The geometry in XYZ format:
```
18
Properties=species:S:1:pos:R:3:forces:R:3:nbo_charge:R:1
O 1.2950 -1.6893 1.4792 1.50 0.79 -0.18 -0.489
C 1.8119 -1.2235 0.4772 -2.40 -2.77 0.32 0.408
C 0.8897 -0.5284 -0.4852 1.28 1.55 -1.40 -0.543
C 0.1533 0.6149 0.1592 -0.27 0.11 0.08 -0.096
C 0.7808 1.4896 1.0482 -0.41 0.01 -0.18 0.074
N 0.1382 2.5052 1.6228 0.28 0.14 -0.23 -0.436
C -1.1318 2.6910 1.2702 0.09 -0.18 -0.16 0.242
N -1.8362 1.9063 0.4589 -0.01 0.03 -0.13 -0.435
C -1.1981 0.8679 -0.0804 0.34 0.15 0.08 0.076
H 2.7391 -1.6741 0.0632 0.35 0.63 0.43 0.125
H 0.1784 -1.2718 -0.8779 0.36 0.12 0.15 0.257
H 1.5427 -0.1589 -1.3438 -1.09 -0.32 0.73 0.244
H 1.8461 1.3831 1.2741 -0.29 -0.01 0.13 0.187
H -1.6245 3.5938 1.6419 0.09 -0.41 0.07 0.185
H -1.7680 0.2359 -0.7683 0.09 0.12 0.27 0.196
O 3.7707 0.6920 -2.0180 -0.03 -1.11 1.75 -0.935
H 3.8013 0.2417 -1.1160 0.09 1.06 -1.83 0.465
H 3.7676 1.6347 -1.8315 0.03 0.08 0.10 0.476
```
Positions in Å, forces in eV/Å.

multiplicity = 1
HOMO level = -9.86 eV
E_LUMO = 0.0 eV
frontier orbital gap = 0.362 hartree
SMILES = O=CCc1cncnc1.O

=====

DFT (wB97M-V/def2-TZVPD) results for a 2-piece molecular cluster, C6H8N2O2 overall at a distorted geometry.

The geometry in XYZ format:
```
18
Properties=species:S:1:pos:R:3:forces:R:3:nbo_charge:R:1
O -2.7362 -0.8158 0.4132 1.56 0.99 0.48 -0.603
C -1.7141 -0.1376 0.5869 -0.87 -1.60 0.46 0.639
C -0.6982 -0.3138 1.6358 -0.80 -0.38 0.60 -0.384
C 0.4347 0.4067 1.5885 -0.68 -1.55 2.40 0.071
N 0.6307 1.2669 0.5966 0.82 0.70 -0.06 -0.587
C -0.2319 1.5775 -0.3814 -1.31 1.27 -1.59 0.789
O 0.0305 2.4660 -1.1963 -0.57 -1.43 0.73 -0.623
N -1.4231 0.8737 -0.3001 0.04 0.07 -1.30 -0.635
H -0.9230 -0.9821 2.4795 0.20 0.32 -0.67 0.246
H 1.1467 0.2918 2.4441 -0.32 0.44 -1.30 0.235
H 1.3917 1.8722 0.5260 1.68 0.77 0.34 0.427
H -1.9958 0.7744 -1.1378 0.15 0.71 0.20 0.434
C 1.3416 -0.7501 -1.5813 -1.00 -2.08 2.39 -0.401
C 0.6212 -1.6696 -0.8619 2.26 0.82 -1.37 -0.408
H 0.9326 -0.0542 -2.2579 -0.53 0.46 -0.94 0.199
H 2.3823 -0.6293 -1.3258 0.22 0.09 -0.10 0.188
H -0.4164 -1.9098 -1.0923 0.23 0.07 0.37 0.211
H 1.2267 -2.2669 -0.1358 -1.07 0.34 -0.62 0.202
```
Positions in Å, forces in eV/Å.

multiplicity = 1
HOMO level = -9.53 eV
E_LUMO = 0.5 eV
frontier orbital gap = 0.369 hartree
SMILES = O=c1cc[nH]c(=O)[nH]1.C=C